A single C4H6N2O molecule. Source: OMol25; level of theory: the ωB97M-V functional and the def2-TZVPD basis.

Output
Lowest unoccupied orbital energy ... 0.65 eV
Orbital gap ... 0.3811 Eh
E ... -340.5792 Ha
Structure (SMILES) ... C1=NN=CCOC1

Positions of all 13 atoms, in Å:
C  1.02068  -0.70702  -0.59170
C  0.03804  1.04544  0.56465
C  -1.21451  0.94309  -0.26878
C  0.08947  -1.34190  0.20726
H  0.31545  -0.65454  -1.49751
H  2.02751  -1.11543  -0.38320
H  -0.09388  0.40171  1.44857
H  0.18963  1.98612  0.74925
H  -1.19861  1.91075  -0.86222
H  0.32503  -1.93240  1.05053
N  -1.68685  -0.15840  -0.50621
N  -1.12944  -1.04509  0.27884
O  1.31750  0.66766  -0.18948

Calculated atomic charges, method Löwdin, unit e:
1. C -0.19
2. C -0.14
3. C -0.14
4. C -0.22
5. H 0.16
6. H 0.15
7. H 0.13
8. H 0.05
9. H 0.15
10. H 0.12
11. N 0.05
12. N 0.00
13. O -0.10


A molecular structure, C4H11N5O. Source: OMol25; level of theory: the ωB97M-V functional and the def2-TZVPD basis.

Output
Lowest unoccupied orbital energy (spin up / spin down) ... 0.08 / 0.08 eV
Orbital gap (spin up / spin down) ... 0.2827 / 0.2827 Eh
E ... -507.8468 Ha

Positions of all 21 atoms, in Å:
C  -1.20986  1.42282  -0.37130
N  -0.33235  -0.90017  0.34282
C  -0.81363  0.05561  -0.84655
N  -0.22895  -2.23823  -0.14326
N  -1.06677  -0.85465  1.57257
O  -1.20611  -0.48753  -1.85635
H  -2.02019  -0.57441  1.36267
H  -0.59689  -0.12157  2.11671
H  -0.65566  -2.83027  0.56078
H  -0.77267  -2.27538  -1.00743
H  -0.55358  1.79128  0.41530
H  -1.17767  2.08469  -1.23445
H  -2.23577  1.38936  0.00506
C  1.35504  0.40646  -1.24045
C  1.16968  -0.30263  0.52692
N  1.87423  1.55175  -1.34048
N  1.23934  0.57075  1.48438
H  1.70806  2.09080  -0.47641
H  2.18795  0.67920  1.82878
H  1.47971  -0.32516  -2.04859
H  1.85608  -1.13272  0.34929

Calculated atomic charges, method Löwdin, unit e:
1. C -0.01
2. N -0.27
3. C -0.44
4. N 0.11
5. N 0.12
6. O 0.08
7. H 0.10
8. H 0.07
9. H 0.09
10. H 0.08
11. H 0.07
12. H 0.10
13. H 0.09
14. C -0.21
15. C -0.34
16. N 0.07
17. N 0.00
18. H 0.04
19. H 0.05
20. H 0.09
21. H 0.12


2 unconnected molecules or ions with the total composition C5H13NO. Source: OMol25; level of theory: the ωB97M-V functional and the def2-TZVPD basis.

Output
Lowest unoccupied orbital energy ... -0.62 eV
Orbital gap ... 0.2191 Eh
E ... -328.1245 Ha

Positions of all 20 atoms, in Å:
C  -1.58146  -0.13273  1.19303
O  -1.60944  -0.50305  -0.12743
C  -1.60590  1.37762  1.38364
C  -0.35285  2.10527  0.92627
H  -0.68586  -0.54167  1.72564
H  -2.45653  -0.54460  1.73451
H  -1.79136  1.61011  2.43646
H  -2.43425  1.76739  0.78545
H  -0.48943  3.19394  0.96304
H  0.01592  1.81881  -0.05979
H  0.48301  1.97542  1.63274
C  1.23140  -1.10741  -0.88352
C  0.27083  -1.99743  -0.97422
N  2.38168  -1.08263  -1.86450
H  1.17147  -0.22128  -0.26668
H  -0.83045  -1.53764  -0.59949
H  0.30271  -2.87192  -1.62547
H  2.19757  -1.82308  -2.54257
H  2.49990  -0.23190  -2.41880
H  3.28304  -1.25323  -1.41830

Calculated atomic charges, method Löwdin, unit e:
1. C -0.44
2. O -0.32
3. C -0.27
4. C -0.14
5. H 0.10
6. H 0.09
7. H 0.10
8. H 0.10
9. H 0.06
10. H 0.05
11. H 0.06
12. C -0.19
13. C 0.01
14. N 0.16
15. H 0.09
16. H 0.04
17. H 0.05
18. H 0.15
19. H 0.16
20. H 0.15


A molecular structure, C4H4N2OS. Source: OMol25; level of theory: the ωB97M-V functional and the def2-TZVPD basis.

Output
Lowest unoccupied orbital energy ... -1.22 eV
Orbital gap ... 0.3300 Eh
E ... -737.5282 Ha

Positions of all 12 atoms, in Å:
C  -0.38363  -0.36868  -0.37347
C  0.34751  0.35939  0.89849
C  1.05949  -0.57149  -0.71924
C  -1.03684  0.62262  -1.17087
H  -2.58788  -0.89696  0.02597
H  0.33950  -0.06831  2.00921
H  -0.02306  1.36091  1.14321
H  2.49423  0.71192  0.57492
N  1.65766  0.42768  0.18326
N  -2.07477  1.64640  -1.03372
O  1.70348  -1.36911  -1.51421
S  -1.49568  -1.85438  -0.02354

Calculated atomic charges, method Löwdin, unit e:
1. C -0.70
2. C -0.15
3. C -0.39
4. C -0.07
5. H -0.05
6. H 0.15
7. H 0.10
8. H 0.10
9. N 0.12
10. N 0.12
11. O 0.02
12. S 0.76


A single C5H11N molecule. Source: OMol25; level of theory: the ωB97M-V functional and the def2-TZVPD basis.

Output
Lowest unoccupied orbital energy ... 0.98 eV
Orbital gap ... 0.3296 Eh
E ... -251.7868 Ha
Structure (SMILES) ... CC(C)=C(C)N

Positions of all 17 atoms, in Å:
C  -0.13516  -0.33573  1.92304
N  0.14144  1.92627  -0.04191
C  -0.06811  0.55208  -0.51604
C  -0.33946  -0.43571  0.45719
C  -0.25382  -1.92857  -0.00380
C  0.35296  0.33896  -1.90798
H  -0.88818  0.41355  2.31166
H  -0.20861  -1.26946  2.47634
H  0.82636  0.00954  2.24273
H  1.12427  2.12904  0.13014
H  -0.07754  2.02875  1.00003
H  0.70132  -2.35124  0.24124
H  -1.24275  -2.51373  0.08861
H  -0.15718  -1.77002  -1.10340
H  0.92963  -0.59040  -1.95013
H  1.13020  0.97472  -2.33635
H  -0.46611  0.30917  -2.52189

Calculated atomic charges, method Löwdin, unit e:
1. C -0.11
2. N 0.03
3. C -0.31
4. C -0.28
5. C -0.08
6. C -0.07
7. H 0.09
8. H 0.07
9. H 0.07
10. H 0.07
11. H 0.08
12. H 0.07
13. H 0.10
14. H 0.04
15. H 0.07
16. H 0.09
17. H 0.06


A single C4H5NO molecule. Source: OMol25; level of theory: the ωB97M-V functional and the def2-TZVPD basis.

Output
Lowest unoccupied orbital energy ... 0.50 eV
Orbital gap ... 0.4001 Eh
E ... -285.3361 Ha
Structure (SMILES) ... N#CCCC=O

Positions of all 11 atoms, in Å:
C  -0.28851  0.96934  -1.11220
C  0.44811  -0.24298  -0.63486
C  0.47307  -0.21032  0.84828
C  -0.77260  -0.49782  1.51752
H  -0.21606  1.11000  -2.35171
H  1.35037  -0.53838  -1.34736
H  -0.35273  -1.02470  -1.10564
H  0.86100  0.78570  1.10311
H  1.10977  -1.03093  1.10356
N  -1.67734  -0.87603  2.19685
O  -0.93508  1.55611  -0.21755

Calculated atomic charges, method Löwdin, unit e:
1. C -0.25
2. C -0.21
3. C -0.23
4. C -0.21
5. H 0.17
6. H 0.16
7. H 0.18
8. H 0.14
9. H 0.12
10. N 0.15
11. O 0.00


A molecular structure, C24H46Cl3IrN2O4Si. Source: OMol25; level of theory: the ωB97M-V functional and the def2-TZVPD basis.

Output
2S+1 ... 5
Lowest unoccupied orbital energy (spin up / spin down) ... 0.60 / -0.06 eV
Orbital gap (spin up / spin down) ... 0.2040 / 0.2503 Eh
E ... -3126.7796 Ha
Expectation value of S² ... 6.024

Positions of all 81 atoms, in Å:
C  -2.55631  -2.76705  -4.81189
C  -1.65534  -2.97357  -3.60537
H  -1.95894  -2.98420  -5.71410
H  -2.93912  -1.74353  -4.89478
H  -3.41160  -3.46776  -4.80297
C  -0.99849  -4.18609  -3.49741
C  -1.19684  -5.33224  -4.40066
H  -0.37546  -4.38857  -2.64862
H  -0.71616  -5.21469  -5.38417
H  -2.25280  -5.59385  -4.57027
H  -0.72162  -6.19939  -3.92473
Ir  0.37641  2.22267  -0.15864
Cl  -1.68527  1.71767  0.80269
Cl  2.25015  3.15887  -1.16126
H  2.13512  5.95125  4.00081
H  -0.01451  6.25331  4.78390
C  1.89448  5.43056  3.07174
C  -0.38815  6.12196  3.76346
N  0.45829  5.17096  3.05833
H  2.44517  4.48922  3.01009
C  -0.03399  4.26622  2.20284
O  0.75079  3.62963  1.43900
H  -1.42165  5.75738  3.79226
H  -1.12951  4.11859  2.22619
H  2.18280  6.07468  2.22908
H  -0.37229  7.10549  3.26783
H  4.00804  0.69076  -1.76014
H  2.75886  -1.60625  -1.58367
C  4.15830  0.71325  -0.66962
C  3.25931  -1.56590  -0.60078
N  3.21394  -0.21292  -0.04940
H  4.00980  1.73697  -0.32117
C  2.28002  0.10158  0.84228
O  1.83076  1.26484  1.11330
H  2.75608  -2.27081  0.07452
H  1.86010  -0.77486  1.36888
H  5.18013  0.37214  -0.45935
H  4.30755  -1.85708  -0.73437
O  -0.99052  -1.60153  -3.12915
C  -1.96359  -2.17779  -2.30120
C  -0.18672  -3.15156  -0.78012
C  -1.48108  -2.63496  -0.97811
H  0.54628  -3.11193  -1.59055
C  0.14023  -3.77370  0.42477
H  -2.95235  -1.69460  -2.33806
C  -2.35498  -2.56366  0.12633
H  1.11012  -4.26398  0.52879
C  -0.76914  -3.78233  1.48665
C  -2.01362  -3.16762  1.33342
H  -3.30766  -2.04591  -0.00548
H  -0.51303  -4.28706  2.41553
H  -2.74297  -3.17977  2.14912
Si  -0.67816  1.63432  -2.76113
Cl  0.30598  0.23609  -1.16958
C  0.65609  2.01105  -3.98361
C  -0.96950  3.22547  -1.75627
C  -2.23967  0.89504  -3.35243
H  1.52334  1.35433  -3.86165
H  1.00369  3.05261  -3.90346
H  0.24401  1.86734  -4.99251
H  -2.02740  0.11060  -4.08990
H  -2.83050  1.67862  -3.84976
H  -2.83248  0.49474  -2.51907
H  -0.36793  3.70547  -0.89838
H  -2.02188  3.31413  -1.48073
H  -0.73619  3.95728  -2.55209
C  1.75810  -0.01132  4.34401
C  1.14669  -1.31907  3.87653
O  0.16578  -1.18136  2.83631
C  -0.90483  -0.29607  3.17444
C  -1.93411  -0.94169  4.05564
H  1.82221  0.73554  3.54437
H  2.77195  -0.20579  4.70386
H  1.18236  0.39443  5.18266
H  1.91305  -1.97108  3.43784
H  0.67066  -1.84633  4.72101
H  -0.49350  0.62140  3.62404
H  -1.34478  -0.00445  2.20957
H  -1.52792  -1.10589  5.05976
H  -2.80409  -0.28201  4.13026
H  -2.26006  -1.89624  3.63450

Calculated atomic charges, method Löwdin, unit e:
1. C -0.01
2. C -0.33
3. H 0.09
4. H 0.08
5. H 0.09
6. C -0.07
7. C -0.10
8. H 0.08
9. H 0.09
10. H 0.08
11. H 0.08
12. Ir 0.55
13. Cl 0.02
14. Cl 0.02
15. H 0.09
16. H 0.09
17. C -0.03
18. C -0.05
19. N -0.19
20. H 0.10
21. C -0.26
22. O -0.24
23. H 0.09
24. H 0.12
25. H 0.10
26. H 0.10
27. H 0.09
28. H 0.08
29. C -0.09
30. C -0.05
31. N -0.18
32. H 0.01
33. C -0.36
34. O -0.25
35. H 0.08
36. H 0.12
37. H 0.09
38. H 0.09
39. O -0.11
40. C -0.25
41. C -0.08
42. C -0.19
43. H 0.10
44. C -0.08
45. H 0.14
46. C -0.01
47. H 0.10
48. C -0.08
49. C -0.09
50. H 0.12
51. H 0.11
52. H 0.10
53. Si 0.36
54. Cl 0.39
55. C -0.22
56. C -0.39
57. C -0.18
58. H 0.03
59. H 0.02
60. H 0.04
61. H 0.02
62. H 0.05
63. H 0.04
64. H -0.04
65. H 0.01
66. H 0.05
67. C -0.08
68. C -0.27
69. O -0.21
70. C -0.32
71. C -0.07
72. H 0.07
73. H 0.08
74. H 0.07
75. H 0.11
76. H 0.11
77. H 0.11
78. H -0.01
79. H 0.07
80. H 0.08
81. H 0.05


A single C4H4O2S2 molecule. Source: OMol25; level of theory: the ωB97M-V functional and the def2-TZVPD basis.

Output
Lowest unoccupied orbital energy ... -0.63 eV
Orbital gap ... 0.3089 Eh
E ... -1101.6233 Ha
Structure (SMILES) ... O=CS/C=C\C(O)=S

Positions of all 12 atoms, in Å:
C  0.48060  1.96263  0.78840
C  -0.63557  1.14807  0.22013
C  -0.51242  0.00566  -0.45326
C  0.04543  -2.58807  -0.89323
H  1.29726  0.32410  1.52266
H  -1.52779  1.74397  0.05228
H  -1.44074  -0.32241  -0.99086
H  -1.05262  -2.48680  -0.91514
O  1.47299  1.28366  1.38123
O  0.71196  -3.57080  -1.02176
S  0.31907  3.57691  0.89764
S  0.84183  -1.07691  -0.58808

Calculated atomic charges, method Löwdin, unit e:
1. C -0.90
2. C -0.20
3. C -0.42
4. C -0.59
5. H 0.09
6. H 0.09
7. H 0.10
8. H 0.09
9. O -0.03
10. O 0.00
11. S 0.75
12. S 1.03


Question: E of number 2 (C4H11N5O)?
Answer: -507.8468 Ha